(1)
# C55H38FIO30

A 8-piece molecular cluster, C55H38FIO30 overall in a non-equilibrium geometry (wB97M-V/def2-TZVPD, the Open Molecules 2025 dataset).

```
125
Properties=species:S:1:pos:R:3:lowdin_charge:R:1
I 1.36977 -1.78888 2.86382 0.783
F -5.96497 -1.89111 2.13649 0.003
O 10.65289 -1.63335 -1.94850 0.116
O -3.79665 6.89386 2.34312 0.111
O -4.40354 6.48658 6.99113 0.094
O -8.38884 2.11366 7.03099 0.114
O 4.11423 -3.70466 -3.08551 0.109
O -4.26320 4.24843 1.89151 0.096
O -3.24713 4.03815 -8.68570 0.111
O 8.50838 0.48036 1.66566 0.097
O -1.28304 4.73215 -6.93284 0.095
O 8.51395 -3.22771 -2.49102 0.086
O 1.01062 2.80885 -0.96649 0.089
O -1.63856 6.90321 -3.03205 0.095
O 6.34872 -8.99467 -2.65269 0.098
O -3.04631 0.49484 -0.97945 0.041
O -4.54063 7.31842 -4.73390 0.112
O -5.30247 0.84808 3.62312 0.054
O 6.40260 -1.17560 1.17783 0.077
O -6.52369 6.55432 -6.43563 0.095
O 2.47186 4.88832 -1.94623 0.095
O -5.75488 -1.98954 9.09804 0.106
O 0.96112 -10.38205 -2.38424 0.098
O 4.35723 -7.13811 -2.64339 0.113
O 2.95496 -12.23339 -2.30463 0.115
O 7.44884 -6.23227 -5.23609 0.088
O 2.16953 -4.49775 -4.82025 0.095
O 5.52399 -6.95528 -7.02167 0.109
O -3.09864 4.86683 -1.97445 0.100
O -9.85749 0.08043 8.08928 0.092
O -4.78219 3.82539 6.54594 0.094
O -4.28552 0.08308 8.11916 0.085
C 2.60226 -8.70648 -2.52168 0.083
C 0.45807 5.95903 -2.51287 0.085
C -4.94274 5.26939 -7.60732 0.078
C 5.17381 -6.21980 -6.11384 -0.314
C 8.56053 -0.42127 0.64623 -0.217
C -4.09463 6.76797 4.67809 0.078
C 3.91066 -0.13948 1.91762 -0.180
C -8.49664 0.03108 8.10634 -0.221
C 8.47279 -2.34508 -1.45479 -0.215
C -1.00803 5.97950 -2.54692 -0.305
C -2.24120 0.44932 1.41836 -0.031
C -4.34584 5.98196 5.72717 -0.218
C -4.96739 -0.92450 1.83568 -0.089
C -4.51519 0.23431 2.86950 -0.206
C -6.38134 -1.04738 8.64203 -0.314
C 1.69190 1.32389 2.41251 -0.209
C 9.67951 -1.49975 -1.22760 -0.311
C -2.93908 0.56939 2.82660 -0.043
C 4.01129 -8.30622 -2.58172 -0.293
C -2.85735 6.04173 -5.77951 0.080
C -4.29378 4.74967 3.15746 -0.211
C -3.17754 0.01701 0.17805 -0.261
C -1.73781 4.82125 -1.95757 -0.210
C -5.64811 0.12049 8.07748 -0.217
C -1.08496 3.78051 -1.43509 0.089
C -4.33168 -1.04765 0.56111 0.091
C 1.11077 4.92043 -1.98739 -0.218
C -5.25335 6.09421 -6.60485 -0.220
C 4.70783 -10.66905 -2.48402 0.080
C -7.76267 1.18730 7.51665 -0.303
C 0.38083 3.74966 -1.42281 -0.300
C 3.79045 -5.75420 -5.96854 0.076
C -2.54790 5.21415 -6.77988 -0.215
C 6.17251 -5.77129 -5.10288 -0.229
C 5.04494 -9.38057 -2.57101 -0.215
C 4.45471 -4.46622 -3.97455 -0.326
C 3.29919 -11.06816 -2.39969 -0.311
C 9.63996 -0.52550 -0.13183 0.080
C 7.39466 -2.24314 -0.67450 0.087
C 2.29666 -0.07450 1.81373 -0.689
C -6.29658 1.16141 7.55152 0.083
C 5.83276 -4.95174 -4.10717 0.063
C 3.44984 -4.93651 -4.96981 -0.227
C -4.54166 3.96395 4.20780 0.083
C 0.10072 1.09309 2.57781 -0.235
C -0.72840 0.71266 1.29081 0.019
C -3.57018 4.78054 -7.77403 -0.313
C -2.18264 0.97893 4.11925 0.028
C -4.57369 4.51806 5.56316 -0.290
C -7.84739 -1.01117 8.62918 0.075
C -4.22464 6.54987 -5.62628 -0.304
C 2.26481 -9.99537 -2.43815 -0.219
C -0.63714 1.23270 3.94691 -0.019
C -4.03839 6.20925 3.32250 -0.310
C 7.36485 -1.28589 0.43558 -0.292
H -2.69938 1.08997 5.14321 0.116
H 2.69862 4.03740 -1.52303 0.114
H 1.92710 -0.12198 0.72369 0.079
H 6.32869 -8.01872 -2.70444 0.111
H 9.39530 -3.11110 -2.89771 0.120
H 5.44786 -11.45815 -2.47306 0.139
H 2.18317 -3.92220 -4.03049 0.117
H -4.06408 5.01158 1.31422 0.111
H -5.67901 4.93311 -8.32515 0.137
H -5.77557 2.01439 7.13633 0.102
H -0.07436 1.50880 4.90331 0.100
H -2.12426 6.36559 -5.05296 0.108
H 7.62948 0.35858 2.07517 0.115
H 6.54831 -4.61680 -3.36779 0.120
H -0.20368 0.60381 0.28683 0.106
H 4.35525 0.79338 2.43779 0.088
H 2.19577 1.59252 3.41570 0.122
H -3.92520 7.83120 4.78301 0.137
H 3.07159 -6.10136 -6.69883 0.137
H -4.61364 -1.88370 -0.17931 0.141
H 6.51314 -2.85235 -0.82758 0.137
H 4.38451 -0.24131 0.88140 0.067
H 7.43713 -6.80317 -6.02939 0.117
H 0.97523 6.81374 -2.92788 0.139
H -1.60295 2.93188 -1.00596 0.123
H -4.06255 -0.76882 8.54288 0.113
H 1.86183 -7.91813 -2.54819 0.139
H -8.36770 -1.85722 9.05809 0.136
H 1.85818 2.10997 1.60036 0.109
H -4.59657 5.72139 7.56753 0.116
H 0.98181 -11.35760 -2.32634 0.118
H 10.51491 0.09418 0.01166 0.138
H 4.18998 -1.11068 2.47682 0.046
H -3.32566 5.71617 -2.40379 0.112
H -10.08078 0.92946 7.65982 0.116
H -6.48803 7.13105 -5.64742 0.116
H -4.72651 2.90244 4.10198 0.100
H -1.31731 4.16022 -7.72468 0.116
```

lowest unoccupied orbital energy	-1.9	eV
frontier orbital gap	7.06	eV
HOMO level	-8.915	eV
DFT total energy	-129883.637	eV

(2)
# C55H40NOP2RhS

C55H40NOP2RhS as an isolated structure in a non-equilibrium geometry (wB97M-V/def2-TZVPD, the Open Molecules 2025 dataset).

```
101
Properties=species:S:1:pos:R:3:lowdin_spin:R:1
Rh -0.67214 0.94067 0.63863 2.125
S -0.75190 0.96460 -1.68289 0.154
P 1.62119 0.40172 0.57612 0.184
P -1.96246 -0.98153 0.73141 0.189
O -1.92222 1.75868 -2.07020 0.115
N -2.80316 7.06275 4.22537 0.010
C -1.28745 2.67576 1.59558 0.399
C 3.94122 0.66886 -0.80808 0.006
C 2.66620 2.85178 -4.05489 0.006
C -1.96500 -2.09252 -0.70646 0.025
C -5.77206 -1.24784 2.23367 0.002
C 2.82895 3.22692 3.97629 0.025
C -2.49938 6.12292 3.63914 0.003
C 2.56753 0.84037 -0.91469 0.021
C 3.22558 3.53812 2.68355 0.001
C -2.67433 -4.34561 -1.38915 0.002
C 2.02689 1.50214 -2.05258 0.005
C 1.78960 1.21847 3.18088 0.023
C -1.59859 -2.86477 -2.93821 0.000
C -0.81706 -1.82023 4.50366 -0.002
C 3.50029 -2.85019 2.25592 0.001
C 0.37386 2.59470 -3.48160 0.010
C -6.44296 -0.32366 1.44468 0.010
C 2.92292 2.68738 1.63092 0.020
C -4.41294 -1.45813 2.05990 0.012
C 2.25831 -1.26125 0.95182 0.036
C -1.72403 3.81291 3.65489 0.016
C -2.16914 -4.98133 -3.87070 0.000
C 1.35508 3.17356 -4.29939 0.001
C -1.22351 -2.79989 -4.29661 0.001
C 3.93433 3.25037 -4.75301 0.001
C -0.50540 -3.05415 2.01874 0.021
C -1.68899 3.78449 0.86295 0.094
C -0.52685 -0.56570 -3.90031 0.007
C -1.53150 -4.10358 -4.97284 0.000
C 4.36848 1.86221 -2.81986 0.000
C 3.27456 -3.82110 1.29162 0.013
C 2.97832 2.03809 -2.94582 0.000
C -1.39600 -1.26246 3.37810 0.034
C -1.45571 -1.80526 -2.00927 0.003
C -2.17760 -4.11586 -2.64498 -0.001
C 4.85582 1.14950 -1.75289 0.001
C -1.30857 2.67585 2.98463 0.097
C -0.07716 -2.99130 4.38796 0.031
C -4.39992 0.20154 0.29863 0.013
C 2.53591 -3.51620 0.15487 -0.001
C -1.26146 -1.89081 2.13102 0.046
C 0.07483 -3.60375 3.15127 0.004
C 0.67963 1.74480 -2.43772 0.024
C -2.56326 -3.31798 -0.44838 0.006
C 2.99575 -1.56779 2.09169 0.016
C -2.09422 4.92693 1.53573 0.015
C -3.72843 -0.73793 1.08378 0.036
C -2.10451 4.94362 2.92945 0.019
C 2.11944 2.05877 4.22765 -0.001
C 2.01756 -2.24486 -0.01003 0.014
C -0.87565 -0.62276 -2.56740 0.026
C -0.69485 -1.63684 -4.78651 0.002
C 2.20898 1.51867 1.87798 0.036
C 5.06639 2.56309 -3.94938 0.000
C -5.75797 0.40039 0.47862 -0.001
H -6.30608 -1.80701 2.99037 0.000
H 3.77844 4.44864 2.49442 0.000
H -2.97143 -3.48787 0.54110 0.001
H 4.32709 0.16277 0.06904 0.000
H -0.38260 -3.53768 1.05899 0.001
H 0.64683 -4.51838 3.06789 0.000
H 3.07231 3.89562 4.79119 0.001
H 5.62309 1.85248 -4.56246 0.000
H -1.75222 3.82988 4.73596 0.002
H 3.68417 -4.81440 1.42078 0.001
H 3.92123 2.93552 -5.79719 0.000
H 4.04849 4.33549 -4.75937 0.000
H -1.70417 3.77000 -0.22159 0.010
H -3.18516 -5.28302 -4.12983 0.000
H 5.91617 0.98813 -1.61047 0.000
H -3.89706 -2.18302 2.67585 0.001
H -0.62748 -4.55397 -5.38493 0.000
H -0.94567 -1.35089 5.47024 -0.001
H -2.40501 5.80249 0.98246 0.002
H 5.79500 3.28109 -3.57067 0.000
H -0.42398 -1.51876 -5.82691 0.000
H 2.37395 -4.27180 -0.60316 0.000
H -0.11072 0.34859 -4.29443 0.001
H 1.06291 3.82815 -5.10913 0.000
H 3.24976 2.92989 0.62772 0.001
H 3.20383 -0.80953 2.83309 0.001
H -1.60691 -5.90117 -3.70399 0.000
H 1.21458 0.31309 3.35912 0.002
H -3.85728 0.76945 -0.45140 0.002
H -0.67343 2.79685 -3.67265 0.001
H -6.28402 1.12332 -0.13047 0.000
H 4.08311 -3.08345 3.13728 0.000
H -2.21166 -3.95320 -5.81245 0.000
H -1.98176 -0.35181 3.45608 0.002
H 1.82456 1.81080 5.23942 -0.001
H -7.50437 -0.16871 1.58478 0.000
H -3.14826 -5.28070 -1.12168 0.000
H -1.00904 1.80579 3.55583 0.012
H 0.38051 -3.42761 5.26606 0.002
H 1.44097 -2.00038 -0.89820 0.001
```

energy above the lowest of the compared OMol25 structures with the same formula, charge and spin	0.00	kcal/mol
lowest unoccupied orbital energy (alpha / beta)	-5.1 / -8.3	eV
frontier orbital gap (alpha / beta)	7.94 / 4.85	eV
spin multiplicity	5
HOMO level (alpha / beta)	-13.019 / -13.165	eV
DFT total energy	-93627.014	eV
net charge	+2
<S²>	6.014